## i
Here is C2H4ClFO in the gas phase from the OMol25 dataset. Energies are from wB97M-V/def2-TZVPD.

E_HOMO = -10.73 eV
Frontier orbital gap = 11.391 eV
SMILES = OC[C@H](F)Cl

Bonds (Å) are listed after each position.
Positions of all 9 atoms, in Å:
1 C -1.17535 -0.01214 0.52864  C2 1.552, H4 1.129, H5 1.136, O7 1.384
2 C 0.28764 0.50488 0.51379  C1 1.552, H6 1.200, F8 1.460, Cl9 1.733
3 H -2.67658 -0.16828 -0.73719  O7 0.975
4 H -1.65180 0.94200 0.90061  C1 1.129
5 H -1.14564 -0.69048 1.44000  C1 1.136
6 H 0.61202 1.22004 1.42084  C2 1.200
7 O -1.90603 -0.68470 -0.43543  C1 1.384, H3 0.975
8 F 0.35904 1.57435 -0.47703  C2 1.460
9 Cl 1.30619 -0.76184 -0.08836  C2 1.733

## ii
Here is 2 unconnected molecules or ions with the total composition C2H4ClFO from the OMol25 dataset. Energies are from wB97M-V/def2-TZVPD.

E_HOMO = -10.16 eV
Frontier orbital gap = 10.924 eV

Bonds (Å) are listed after each position.
Positions of all 9 atoms, in Å:
1 C 0.21294 1.26881 -0.26578  C2 1.531, H4 1.138, O7 1.535
2 C 0.64479 -0.14857 0.12156  C1 1.531, H6 1.253, F8 1.339, Cl9 1.580
3 H -0.57386 -0.10592 -1.60836  O7 0.996
4 H 1.10383 1.92722 -0.52671  C1 1.138
5 H -0.50719 1.61604 0.93906  no bonds
6 H 1.88983 -0.22409 0.24040  C2 1.253
7 O -0.78627 0.83097 -1.34500  C1 1.535, H3 0.996
8 F 0.56439 -0.81494 -1.03764  C2 1.339
9 Cl -0.34402 -0.54400 1.28939  C2 1.580

The winner here is i, beating the second structure by 277.0 kJ/mol.